(1)
# C3H11N2S

A 2-piece molecular cluster, C3H11N2S overall (ωB97M-V with the def2-TZVPD basis set, the OMol25 dataset).

```
! wB97M-V def2-TZVPD RIJCOSX def2/J DEFGRID3
* xyz 1 1
C 3.069 0.166 0.289
C 2.453 -0.726 1.350
S 0.583 -0.594 1.333
H 2.829 1.206 0.492
H 2.652 -0.119 -0.681
H 4.128 -0.057 0.164
H 2.593 -1.775 1.126
H 2.717 -0.404 2.351
H 0.336 0.045 2.481
N -2.095 -0.264 -0.252
C -2.316 0.329 -1.432
N -3.503 0.664 -1.841
H -2.744 -0.682 0.397
H -1.407 0.304 0.265
H -1.408 0.384 -2.023
H -3.583 1.152 -2.722
H -4.303 0.372 -1.296
*
```

For the relative energy (zero: lowest compared OMol25 entry of this formula, charge and spin), the calculation gives 27.8 kcal per mole. The lowest unoccupied orbital energy is -4.3 eV. As for the orbital gap: 8.0504 eV. The HOMO energy is -12.35 eV.



(2)
# C2H4N4

One molecule with the formula C2H4N4 (ωB97M-V with the def2-TZVPD basis set, the OMol25 dataset).

```
! wB97M-V def2-TZVPD RIJCOSX def2/J DEFGRID3
* xyz 0 1
C -0.390 -0.108 -0.112
C 1.551 -0.775 -0.026
H -2.453 -0.865 0.436
H -2.209 0.889 0.264
H 2.517 -1.379 -0.062
H 0.338 1.929 -0.412
N -1.924 -0.118 -0.104
N 0.352 -1.145 -0.038
N 1.743 0.571 0.020
N 0.475 1.002 0.036
*
```

For the relative energy (zero: lowest compared OMol25 entry of this formula, charge and spin), the calculation gives 35.9 kcal per mole. The lowest unoccupied orbital energy is 0.7 eV. As for the orbital gap: 9.7049 eV. The HOMO energy is -8.99 eV.



(3)
# C8H14NO2

An isolated ion of composition C8H14NO2 and charge +1 (ωB97M-V with the def2-TZVPD basis set, the OMol25 dataset).

```
! wB97M-V def2-TZVPD RIJCOSX def2/J DEFGRID3
* xyz 1 1
C 1.236 -1.147 0.176
C 0.497 -2.538 0.107
C -1.784 1.832 0.352
C -1.297 1.225 -0.938
C -1.466 0.546 1.108
C -1.248 -1.397 -0.737
C -0.745 0.046 -0.142
C 2.785 1.288 0.028
N 0.708 -0.029 0.013
O -0.878 -2.418 0.088
O 1.327 1.166 -0.086
H 2.294 -1.360 0.356
H 1.125 -2.994 -0.686
H 0.787 -3.128 1.050
H -1.174 2.634 0.820
H -2.903 2.075 0.494
H -2.104 0.806 -1.590
H -0.457 1.765 -1.445
H -0.845 0.543 1.994
H -2.474 0.008 1.294
H -2.305 -1.465 -0.866
H -0.654 -1.583 -1.631
H 3.076 2.314 -0.044
H 3.367 0.753 -0.839
H 3.131 1.060 1.126
*
```

For the relative energy (zero: lowest compared OMol25 entry of this formula, charge and spin), the calculation gives 103.1 kcal per mole. The lowest unoccupied orbital energy is -3.7 eV. As for the orbital gap: 10.2916 eV. The HOMO energy is -14.02 eV.



(4)
# C5H17N2O

A 2-piece molecular cluster, C5H17N2O overall (ωB97M-V with the def2-TZVPD basis set, the OMol25 dataset).

```
! wB97M-V def2-TZVPD RIJCOSX def2/J DEFGRID3
* xyz 1 1
C -0.161 -1.056 1.878
C 1.111 -1.013 1.031
C 1.575 0.511 1.029
C 1.779 1.004 -0.404
C 0.978 0.595 -1.721
N -0.460 1.111 -1.426
N -1.344 -0.770 1.112
H -0.205 -2.147 2.338
H 0.120 -0.345 2.835
H 1.917 -1.459 1.472
H 0.825 -1.403 0.068
H 2.535 0.728 1.537
H 0.578 1.043 1.438
H 1.654 2.210 -0.619
H 2.900 1.044 -0.686
H 1.333 1.022 -2.727
H 0.920 -0.446 -1.836
H -0.539 1.471 -0.418
H -0.643 1.764 -2.072
H -1.279 0.523 -1.415
H -1.998 -0.156 1.617
H -1.861 -1.639 0.906
H -2.965 -1.257 -1.063
H -3.120 -0.060 -1.611
O -2.405 -0.442 -1.056
*
```

For the relative energy (zero: lowest compared OMol25 entry of this formula, charge and spin), the calculation gives 87.4 kcal per mole. The lowest unoccupied orbital energy is -3.1 eV. As for the orbital gap: 9.5609 eV. The HOMO energy is -12.71 eV.



(5)
# C16H28BClN4O4Pb

C16H28BClN4O4Pb as an isolated structure (ωB97M-V with the def2-TZVPD basis set, the OMol25 dataset).

```
! wB97M-V def2-TZVPD RIJCOSX def2/J DEFGRID3
* xyz 1 2
Pb 1.937 -3.318 3.198
Cl 1.321 -0.419 0.669
O 2.528 0.094 1.219
O 1.703 -0.909 -0.654
O 0.810 -1.546 1.451
O 0.326 0.639 0.528
B 3.978 -1.646 3.314
H 4.087 -2.582 3.838
H 3.043 -1.223 3.648
H 4.765 -0.962 3.590
H 4.017 -1.834 2.252
C 1.969 -5.131 -3.770
C 2.159 -4.072 -2.746
C 3.145 -2.955 -3.128
C 2.744 -2.175 -4.302
N 2.378 -1.487 -5.125
H 2.902 -5.627 -4.039
H 1.467 -4.698 -4.635
H 1.408 -6.023 -3.491
H 2.633 -4.492 -1.859
H 1.215 -3.598 -2.477
H 4.120 -3.389 -3.350
H 3.428 -2.266 -2.332
C -0.017 1.912 -5.243
C -0.849 1.729 -4.031
C -0.201 2.136 -2.602
C 0.085 3.493 -2.201
N 0.298 4.559 -1.910
H 0.455 0.975 -5.537
H 0.652 2.772 -5.226
H -0.772 1.959 -6.028
H -0.987 0.658 -3.886
H -1.806 2.243 -4.125
H 0.762 1.627 -2.567
H -0.861 1.682 -1.863
N -2.807 0.144 4.072
C -2.528 -0.392 2.822
C -3.664 -0.985 2.352
C -4.716 -0.685 3.318
C -4.089 -0.077 4.428
H -2.174 0.675 4.652
H -1.530 -0.329 2.413
H -3.788 -1.518 1.421
H -5.747 -0.998 3.231
H -4.515 0.380 5.309
N -1.650 2.803 2.437
C -0.987 3.209 3.520
C -1.588 4.493 3.787
C -2.570 4.821 2.816
C -2.731 3.657 2.042
H -1.658 1.837 2.140
H -0.201 2.655 4.011
H -1.347 5.151 4.608
H -3.128 5.743 2.745
H -3.424 3.292 1.298
*
```

The lowest unoccupied orbital energy (alpha / beta) is -5.6 / -7.1 eV. As for the orbital gap (alpha / beta): 5.7982 / 4.2972 eV. The expectation value of S² is 0.766. The HOMO energy (alpha / beta) is -11.45 / -11.45 eV.



(6)
# C7H7F9N4O8S7SbTc

C7H7F9N4O8S7SbTc as an isolated structure (ωB97M-V with the def2-TZVPD basis set, the OMol25 dataset).

```
! wB97M-V def2-TZVPD RIJCOSX def2/J DEFGRID3
* xyz -1 4
Tc 0.365 1.141 -0.506
F 0.623 -2.060 2.244
C 1.362 -1.447 3.208
F 0.714 -1.650 4.394
F 2.578 -2.063 3.280
S 1.607 0.397 2.715
O 0.601 0.702 1.686
O 1.363 1.004 3.978
N 3.078 0.574 2.280
S 3.620 0.397 0.835
O 3.920 -0.950 0.430
O 2.599 0.950 -0.151
C 5.386 1.419 0.993
F 6.078 1.260 -0.139
F 6.129 0.937 2.021
F 5.271 2.767 1.204
S 2.080 4.871 -3.038
Sb 0.213 3.777 -2.320
S 0.330 1.380 -2.731
S 0.415 3.369 0.034
S -1.781 4.819 -2.848
C -4.671 -1.267 0.469
N -3.702 -0.252 -0.017
C -4.117 0.943 -0.686
C -2.747 1.588 -0.970
O -2.628 2.631 -1.579
N -1.741 0.828 -0.420
C -2.361 -0.277 0.132
N -1.683 -1.248 0.728
H -5.664 -0.822 0.489
H -4.386 -1.617 1.480
H -4.711 -2.165 -0.153
H -4.709 1.635 -0.085
H -4.726 0.829 -1.609
H -0.688 -1.269 0.613
H -2.194 -2.066 1.038
F -0.974 -3.543 -1.769
C -0.256 -2.725 -2.614
F -0.929 -1.599 -2.856
F -0.118 -3.390 -3.790
S 1.362 -2.139 -1.708
O 1.890 -3.098 -0.747
O 2.310 -1.668 -2.708
O 0.887 -0.905 -0.806
*
```

For the relative energy (zero: lowest compared OMol25 entry of this formula, charge and spin), the calculation gives 0.0 kcal per mole. The lowest unoccupied orbital energy (alpha / beta) is 1.5 / 0.9 eV. As for the orbital gap (alpha / beta): 6.0390 / 5.3692 eV. The expectation value of S² is 3.785. The HOMO energy (alpha / beta) is -4.54 / -4.49 eV.



(7)
# CI2N4

CI2N4 as an isolated structure (ωB97M-V with the def2-TZVPD basis set, the OMol25 dataset).

```
! wB97M-V def2-TZVPD RIJCOSX def2/J DEFGRID3
* xyz 0 1
C 1.748 -1.150 0.547
N -0.646 0.714 -0.230
N 1.588 -1.042 1.686
N -1.542 1.469 0.092
N -2.348 2.219 0.400
I -1.226 -1.042 -1.118
I 2.426 -1.166 -1.377
*
```

For the relative energy (zero: lowest compared OMol25 entry of this formula, charge and spin), the calculation gives 0.5 kcal per mole. The lowest unoccupied orbital energy is -1.4 eV. As for the orbital gap: 8.1778 eV. The HOMO energy is -9.56 eV.



(8)
# C4H6N2O

One molecule with the formula C4H6N2O (ωB97M-V with the def2-TZVPD basis set, the OMol25 dataset).

```
! wB97M-V def2-TZVPD RIJCOSX def2/J DEFGRID3
* xyz 0 1
C -2.187 0.476 0.005
C -0.764 -0.032 0.064
N -0.396 -0.995 -0.961
O 0.934 -1.033 -0.865
C 1.355 -0.129 0.095
N 2.718 -0.101 0.256
C 0.340 0.527 0.762
H -2.830 -0.178 -0.594
H -2.601 0.577 1.012
H -2.178 1.470 -0.453
H 3.036 0.679 0.815
H 3.287 -0.297 -0.556
H -0.814 -1.218 0.364
*
```

For the relative energy (zero: lowest compared OMol25 entry of this formula, charge and spin), the calculation gives 140.8 kcal per mole. The lowest unoccupied orbital energy is 0.2 eV. As for the orbital gap: 8.5698 eV. The HOMO energy is -8.40 eV.



no.,largest force on an atom (eV/A)
1,2.00
2,8.18
3,3.92
4,6.34
5,5.31
6,4.68
7,3.00
8,0.65